# 1
102
Properties=species:S:1:pos:R:3 method="wB97M-V/def2-TZVPD" orbital_gap_ev=8.53 homo_ev=-8.93 e_above_lowest_kcal_mol=328.83 smiles="CC[C@H](Br)[C@@H](O[C@@](N)(CCCCOC=O)[C@@H](COC)O[C@@H](O)N=C(C)C)S(=O)(=O)C(F)(F)C(F)(F)F.COC[C@@H](C)N.COC[C@@H](C)N" largest_force_ha_per_bohr=0.182
C 3.83597 -3.52762 0.99472
C 4.11897 -2.14740 1.85411
C 4.60158 -0.87185 0.92268
Br 4.92785 0.80134 2.04460
C 3.56196 -0.56824 -0.35129
O 3.04886 0.79066 -0.19796
C 1.73121 0.87212 0.42608
N 1.44221 -0.25518 1.44011
C 1.60713 2.26092 1.35035
C 1.49707 3.63659 0.47628
C 2.93135 4.17338 -0.15065
C 3.61470 5.40418 0.70456
O 5.00940 5.69836 0.30913
C 5.14216 5.85153 -1.15214
O 4.57745 6.89142 -1.82498
C 0.46007 0.79505 -0.65203
C 0.89067 1.06879 -2.20739
O 1.67070 2.29366 -2.44117
C 0.87345 3.35750 -3.07227
O -0.25127 -0.51933 -0.58714
C -1.57931 -0.43772 -1.21156
O -1.57242 -1.44758 -2.32224
N -2.74272 -0.74454 -0.29253
C -3.87813 -0.04460 -0.71617
C -4.57326 -0.26897 -2.21445
C -4.67634 1.04867 0.26038
S 4.67981 -0.69094 -1.89947
O 3.82776 -0.74762 -3.22748
O 5.47423 -2.05565 -1.90045
C 5.84718 0.75576 -2.09519
F 5.69564 1.83961 -1.09962
F 5.62428 1.34780 -3.46771
C 7.45874 0.33581 -2.08020
F 8.21128 1.63571 -2.07432
F 7.85282 -0.40313 -3.30352
F 7.72967 -0.37553 -0.80646
H 4.47574 -3.51837 0.01453
H 2.68155 -3.61286 0.82322
H 4.19264 -4.45884 1.64661
H 3.22720 -1.90974 2.57501
H 5.04837 -2.39562 2.56223
H 5.69390 -1.16510 0.53778
H 2.76595 -1.40924 -0.50711
H 0.49241 -0.10494 1.88197
H 2.11918 -0.06327 2.22244
H 2.43577 2.34412 2.16992
H 0.57396 2.14496 1.93151
H 1.15652 4.49011 1.23813
H 0.63032 3.55660 -0.30735
H 3.75616 3.33240 -0.23248
H 2.68938 4.53157 -1.25690
H 3.64794 5.03364 1.83865
H 2.98344 6.40490 0.68328
H 5.74379 5.09355 -1.84367
H -0.37997 1.60038 -0.38304
H 1.44411 0.07755 -2.57686
H -0.06129 1.15059 -2.92421
H 0.40297 3.07390 -4.10952
H -0.03764 3.70000 -2.38530
H 1.52684 4.33831 -3.23164
H -1.81789 0.59165 -1.73269
H -1.35790 -0.94521 -3.18521
H -4.02616 0.39118 -3.02381
H -5.71188 0.08846 -2.23198
H -4.59744 -1.41193 -2.53201
H -4.32630 0.95864 1.39441
H -5.84007 0.93021 0.21324
H -4.43996 2.13175 -0.18145
C -2.79536 -6.25874 -4.05641
C -2.19873 -5.03842 -3.35883
C -0.65947 -5.09987 -3.21066
O -0.19876 -5.98434 -2.18515
C -0.17638 -7.35374 -2.55751
N -2.85795 -4.86260 -2.05724
H -2.85658 -7.13612 -3.40222
H -3.81572 -6.04169 -4.39045
H -2.21090 -6.53171 -4.94065
H -2.43009 -4.16678 -3.98204
H -0.30912 -4.10152 -2.91732
H -0.17128 -5.32994 -4.16616
H 0.08354 -7.49066 -3.61262
H -1.13978 -7.81598 -2.33639
H 0.57735 -7.85781 -1.94618
H -2.53141 -3.98886 -1.64166
H -2.49052 -5.58238 -1.42964
C -6.75183 2.38934 6.62506
C -5.37369 2.69584 6.04320
C -5.22734 2.30005 4.55424
O -5.07539 0.89585 4.32762
C -6.28927 0.16114 4.36101
N -4.34946 2.04887 6.87507
H -6.89034 1.32678 6.85587
H -6.89684 2.93788 7.56203
H -7.54650 2.69634 5.93787
H -5.23242 3.78111 6.10576
H -4.30707 2.76098 4.17199
H -6.04884 2.70179 3.94762
H -7.13030 0.73444 3.95659
H -6.50090 -0.16297 5.38123
H -6.15711 -0.73754 3.75205
H -3.42853 2.34152 6.54492
H -4.37531 1.04742 6.66672


# 2
128
Properties=species:S:1:pos:R:3 method="wB97M-V/def2-TZVPD" orbital_gap_ev="7.67 / 7.60" spin_multiplicity=4 total_charge=+1 homo_ev="-10.33 / -10.33" largest_force_ha_per_bohr=0.068 s2=3.75
V 1.64126 -1.62685 1.61074
As 0.86554 -0.21012 -1.42885
F -0.31951 -0.13725 -0.12991
F 0.58594 -1.83645 -1.67226
F 1.90830 -0.21766 -2.73688
F 1.49786 1.29509 -0.91134
F 2.17433 -0.87693 -0.31064
F -0.50221 0.50525 -2.37715
C 5.37916 0.17200 -0.20751
C 5.44030 1.07295 1.04128
C 4.69449 2.42166 0.94476
O 4.85494 0.25933 2.09097
H 4.39366 0.03671 -0.58547
H 5.85191 -0.77025 0.10052
H 5.89396 0.72228 -1.00055
H 6.47131 1.21606 1.42182
H 4.81691 2.91333 1.90706
H 3.63778 2.23886 0.74876
H 5.15952 3.05768 0.19448
H 5.07716 0.64028 2.95118
C -1.71966 -3.84864 2.73549
C -0.91451 -2.61257 2.97670
C 0.38569 -2.92730 3.64879
O -0.49914 -1.86970 1.79445
H -1.09564 -4.60154 2.19978
H -2.57560 -3.58208 2.08439
H -2.13994 -4.27402 3.64625
H -1.56635 -2.06517 3.60395
H 1.05526 -2.01300 3.75204
H 0.84917 -3.80806 3.19919
H 0.30515 -3.19800 4.71421
H -1.24411 -1.83224 1.18930
C 5.19670 -1.99601 -3.13426
C 6.34955 -2.94376 -3.39422
C 7.46290 -2.65489 -2.37504
O 5.85704 -4.23642 -3.18092
H 4.80739 -2.28834 -2.21717
H 4.33503 -2.04595 -3.88097
H 5.56330 -0.98599 -3.15529
H 6.79507 -2.84190 -4.39463
H 8.24775 -3.33968 -2.58403
H 7.12935 -2.80656 -1.35561
H 7.83199 -1.63386 -2.46354
H 6.53272 -4.94575 -3.40616
C 4.27473 -3.70189 0.98322
C 3.18990 -3.47532 -0.01395
C 3.00969 -4.49474 -1.12332
O 1.94803 -3.47813 0.80517
H 5.25575 -3.62042 0.47192
H 4.12655 -4.71072 1.40432
H 4.15732 -2.93904 1.82288
H 3.29728 -2.49707 -0.44211
H 2.66070 -5.45287 -0.73922
H 3.93004 -4.62422 -1.71334
H 2.25011 -4.27417 -1.87335
H 1.32775 -4.19703 0.60693
C -0.20798 1.04036 3.54552
C 1.02883 1.41506 2.78541
C 1.88355 2.38867 3.61134
O 1.83353 0.21661 2.49169
H -0.76370 1.96495 3.76600
H -0.06193 0.50514 4.50132
H -0.84333 0.45259 2.89797
H 0.71845 1.84848 1.84994
H 1.33558 3.23847 3.98829
H 2.76372 2.71039 3.11131
H 2.24388 1.85809 4.54074
H 2.71767 0.50221 2.22994
C -4.30288 -0.19453 -1.74307
C -4.57215 -1.34385 -0.70804
C -6.01367 -1.93684 -1.04143
C -5.88956 -2.74556 -2.35092
C -4.79438 -3.79111 -2.39693
C -3.40603 -3.18689 -2.08587
N -3.58432 -2.46308 -0.79911
O -2.34898 -1.87215 -0.45899
C -2.48031 -4.33493 -1.73490
C -2.82408 -2.32908 -3.21216
C -4.56932 -0.73425 0.68570
H -4.73138 0.72930 -1.40381
H -4.55869 -0.41065 -2.75696
H -3.19856 0.07806 -1.84790
H -6.46300 -2.51029 -0.21960
H -6.64991 -1.06215 -1.32825
H -5.66301 -2.08332 -3.12665
H -6.85687 -3.24212 -2.53922
H -4.74743 -4.21827 -3.35933
H -4.99407 -4.56725 -1.69122
H -2.96928 -5.10796 -1.03833
H -2.03236 -4.84256 -2.57152
H -1.65591 -3.88998 -1.15308
H -1.85773 -1.80407 -3.01459
H -2.49218 -2.95994 -4.07712
H -3.48522 -1.58895 -3.64823
H -3.82488 0.05220 0.67093
H -4.32307 -1.44561 1.48853
H -5.53267 -0.27395 0.93651
H -2.03157 -1.28827 -1.18418
C -0.64839 5.09177 -1.98591
C -1.36741 5.60569 -0.71395
C -2.56018 6.39066 -1.06613
C -3.58271 6.58684 0.08110
C -4.01124 5.24742 0.62237
C -2.87343 4.33348 1.04291
N -1.88828 4.30744 -0.02564
O -0.69267 3.66362 0.54501
C -2.35924 4.82718 2.35930
C -3.31499 2.88641 1.10851
C -0.45563 6.40298 0.19514
H -1.31508 4.37474 -2.41767
H 0.36166 4.66228 -1.76953
H -0.37581 5.95942 -2.60949
H -2.26342 7.32608 -1.48608
H -3.07452 5.93204 -1.89336
H -4.49286 7.05007 -0.25528
H -3.19041 7.15128 0.90019
H -4.51091 4.80970 -0.18656
H -4.66270 5.31292 1.54882
H -1.51030 4.30138 2.66811
H -2.21382 5.93645 2.32690
H -3.15271 4.68652 3.08240
H -2.39074 2.38321 1.26910
H -4.02418 2.68217 1.91202
H -3.81172 2.69908 0.17653
H 0.10626 7.06030 -0.44867
H 0.20746 5.65165 0.67944
H -1.00848 6.96180 0.92238
H -0.61795 2.88356 -0.03451


# 3
32
Properties=species:S:1:pos:R:3 method="wB97M-V/def2-TZVPD" orbital_gap_ev=3.03 total_charge=-1 homo_ev=-3.16 largest_force_ha_per_bohr=0.093
C -3.30358 2.14613 -0.51863
C -2.04728 2.95358 -0.53354
C -0.80459 2.28004 -0.51788
C 0.45598 2.92144 -0.53613
C 1.68371 2.07333 -0.53421
O 0.60200 4.13211 -0.55525
O -2.15029 4.16805 -0.56155
H -3.09726 1.07597 -0.51311
H -3.88953 2.38985 0.36745
H -3.90268 2.38009 -1.39893
H -0.82308 1.20767 -0.48194
H 1.43663 1.01287 -0.54050
H 2.29224 2.29584 -1.40946
H 2.28652 2.28869 0.34644
Cl -3.72835 -1.16177 2.25053
B -1.91473 -0.84755 2.48321
Cl -1.61126 0.97376 2.55103
Cl -1.34505 -1.65164 4.04947
O -1.16930 -1.40324 1.36365
C 0.16262 -1.28897 1.41635
C 0.97462 -1.81885 0.40336
C 2.38448 -1.70018 0.37415
C 3.09878 -2.24905 -0.66354
C 2.45430 -2.92685 -1.68883
C 1.07551 -3.05633 -1.67311
C 0.34761 -2.51344 -0.64955
H 0.59206 -0.77314 2.26292
H 2.89603 -1.18458 1.16845
H 4.17248 -2.16114 -0.68779
H 3.02141 -3.35833 -2.49765
H 0.57198 -3.58813 -2.46145
H -0.72197 -2.61628 -0.61397


# 4
108
Properties=species:S:1:pos:R:3 method="wB97M-V/def2-TZVPD" orbital_gap_ev="5.55 / 4.82" spin_multiplicity=4 total_charge=+2 homo_ev="-12.06 / -12.06" e_above_lowest_kcal_mol=0.81 largest_force_ha_per_bohr=0.024 s2=3.77
Re -0.13739 -0.65065 0.13764
N -4.04758 -2.84431 -0.43016
C -2.84740 -2.34650 -0.63637
N -2.22812 -1.56447 0.21157
C -2.83906 -1.26515 1.42966
N -2.28497 -0.46148 2.28166
N -1.08564 0.02831 1.83109
C -0.41614 0.79848 2.59463
C 0.81350 1.33893 2.03244
C 1.59452 2.25477 2.68772
C 2.66523 2.83912 2.01747
C 2.89427 2.49789 0.69824
C 2.09692 1.53843 0.10683
N 1.10204 0.93195 0.76824
C -4.11501 -1.87537 1.75124
C -4.74480 -1.69637 2.98990
C -5.96763 -2.28194 3.22112
C -6.58492 -3.04109 2.22020
C -5.97625 -3.23055 0.99919
C -4.73285 -2.65308 0.77703
H -4.47444 -3.40546 -1.14764
H -2.34893 -2.61705 -1.55827
H -0.80515 1.06879 3.57047
H 1.34102 2.52486 3.70777
H 3.29954 3.56281 2.51714
H 3.68618 2.96146 0.12470
H 2.26334 1.24139 -0.91623
H -4.24982 -1.09880 3.74347
H -6.46015 -2.15525 4.17788
H -7.55424 -3.49078 2.40527
H -6.45386 -3.82236 0.22429
C -0.57250 4.38645 -6.39298
C -0.71611 4.72369 -4.90754
C -1.96356 5.60219 -4.72007
C 0.53672 5.50103 -4.45906
C -0.83696 3.46479 -4.03477
C -1.05868 3.58254 -2.66541
C -1.13524 2.45499 -1.88505
Br -1.56014 2.69671 -0.05232
C -0.95274 1.15390 -2.37749
O -0.83815 0.08456 -1.51488
C -0.85724 1.00555 -3.77242
C -0.76528 2.17816 -4.53894
C -0.90621 -0.31803 -4.59078
C -1.12600 -1.59444 -3.76935
C 0.37709 -0.46984 -5.42508
C -2.11720 -0.21871 -5.53976
H -0.50803 5.31382 -6.96732
H -1.43547 3.82423 -6.76672
H 0.34030 3.81295 -6.59038
H -1.89037 6.48837 -5.35717
H -2.07423 5.94406 -3.68797
H -2.86820 5.05463 -4.99822
H 0.65791 6.39925 -5.07215
H 1.43255 4.88385 -4.57767
H 0.46586 5.81091 -3.41245
H -1.18417 4.55432 -2.20396
H -0.64573 2.06129 -5.60883
H -0.34163 -1.78760 -3.04165
H -1.16425 -2.44856 -4.45260
H -2.08617 -1.53087 -3.24829
H 1.27662 -0.35405 -4.81132
H 0.42359 0.26971 -6.22862
H 0.40957 -1.46171 -5.89029
H -3.04108 -0.07428 -4.97057
H -2.21007 -1.14353 -6.12103
H -2.02360 0.60925 -6.24558
N 4.95526 -4.50899 -0.04484
C 4.28811 -3.74010 -0.58449
C 3.47363 -2.73527 -1.22610
C 3.95146 -1.97333 -2.28772
C 3.13587 -0.97645 -2.80827
C 1.92003 -0.72853 -2.21414
N 1.46106 -1.45527 -1.17533
C 2.21219 -2.47741 -0.72622
H 4.93868 -2.16475 -2.69293
H 3.44992 -0.38397 -3.65888
H 1.27420 0.06992 -2.57158
H 1.79647 -3.10541 0.04176
Cl 2.78072 -1.91277 7.29489
C 3.72395 -0.96403 6.19677
C 4.90070 -0.42718 6.69608
C 5.80333 0.20360 5.86572
C 5.55053 0.25042 4.50973
C 4.37299 -0.27836 4.02445
Cl 4.11342 -0.25516 2.29120
C 3.38151 -0.84513 4.83922
N 2.21121 -1.32706 4.23376
C 0.89108 -1.42724 4.75070
C 0.40851 -0.52493 5.69758
C -0.88820 -0.62501 6.18357
C -1.72924 -1.62615 5.72462
C -1.26281 -2.51222 4.76680
C 0.03638 -2.43039 4.26960
C 0.50237 -3.43540 3.22765
C 0.33652 -2.82408 1.86445
O -0.30302 -3.35231 0.94973
O 0.87884 -1.63884 1.67926
H 5.11316 -0.53874 7.75190
H 6.71772 0.62306 6.26469
H 6.26591 0.69373 3.82852
H 2.27260 -1.45928 3.25331
H 1.06498 0.26321 6.05468
H -1.23676 0.07733 6.93362
H -2.73596 -1.72350 6.11852
H -1.91542 -3.30463 4.40490
H -0.10348 -4.33411 3.23438
H 1.54812 -3.71135 3.39895


# 5
19
Properties=species:S:1:pos:R:3 method="wB97M-V/def2-TZVPD" orbital_gap_ev=10.47 homo_ev=-9.62 e_above_lowest_kcal_mol=53.47 smiles="NC(=O)C1(n2ccnn2)CC1" largest_force_ha_per_bohr=0.070
C -2.91235 -0.11456 0.51652
C -1.71564 -0.69431 0.84656
C 1.46909 1.13203 0.18767
C 1.14962 -1.52755 0.27386
C 1.21482 -1.00607 -1.09737
C 0.61358 -0.10664 -0.02935
N -2.69268 0.88610 -0.37783
N -1.42256 1.04228 -0.51767
N -0.82819 0.03604 0.13446
N 0.96366 2.26642 -0.25226
O 2.55350 0.95043 0.74454
H -3.92917 -0.55315 0.71058
H -1.52963 -1.55492 1.60599
H 0.54327 -2.52406 0.65720
H 2.11075 -1.34140 0.86528
H 2.16496 -0.88847 -1.59283
H 0.52917 -1.40355 -1.88407
H 0.26098 2.37017 -0.92082
H 1.45681 3.03120 0.12953


# 6
41
Properties=species:S:1:pos:R:3 method="wB97M-V/def2-TZVPD" orbital_gap_ev=9.04 total_charge=+1 homo_ev=-11.70 largest_force_ha_per_bohr=0.005
Mg 0.15958 0.15227 -0.16852
Cl 0.04714 0.33772 2.49663
C -0.35632 1.96304 1.88683
C -0.28924 2.10771 0.51823
C -0.59346 3.37335 0.04645
Cl -0.51469 3.62123 -1.67964
C -0.94125 4.43160 0.88017
Cl -1.30603 5.97814 0.23802
C -0.99744 4.21496 2.26287
Cl -1.43456 5.49336 3.31413
C -0.70093 2.95549 2.79246
Cl -0.76735 2.66626 4.47784
N 2.68146 1.94718 -1.34307
C 2.98163 0.67164 -1.08158
N 2.09605 -0.23632 -0.71755
C 2.69906 -1.48465 -0.53217
C 2.04827 -2.64934 -0.14660
C 2.78942 -3.81030 -0.00776
C 4.16111 -3.81798 -0.25118
C 4.81925 -2.66304 -0.63819
C 4.07237 -1.50368 -0.77255
S 4.61274 0.09444 -1.22984
H 1.75722 2.31691 -1.16945
H 3.40203 2.60521 -1.58324
H 0.97823 -2.66060 0.03939
H 2.29641 -4.72459 0.29248
H 4.71993 -4.73605 -0.13719
H 5.88407 -2.66843 -0.82549
C -3.63313 0.52636 -1.51816
Sb -2.43293 -0.93392 -0.56080
C -3.08493 -2.75183 -1.43784
C -3.38708 -0.98640 1.33548
H -4.68011 0.23706 -1.45417
H -3.34750 0.63957 -2.56121
H -3.48206 1.47309 -1.00186
H -4.17298 -2.78525 -1.43207
H -2.70060 -3.58937 -0.85901
H -2.73012 -2.83404 -2.46252
H -4.45983 -1.11399 1.20213
H -3.19613 -0.04910 1.85534
H -2.99734 -1.80773 1.93321


# 7
13
Properties=species:S:1:pos:R:3 method="wB97M-V/def2-TZVPD" orbital_gap_ev="6.28 / 8.00" spin_multiplicity=3 homo_ev="-5.55 / -10.13" e_above_lowest_kcal_mol=40.51 largest_force_ha_per_bohr=0.126 s2=2.01
C -0.67825 1.20547 -0.38638
C -0.70717 -1.33952 -0.57133
C -0.86635 0.70413 0.96167
C 0.09682 -0.02711 0.00243
C 1.58358 -0.09201 -0.01981
O -0.81600 2.00036 -1.22611
O -1.86947 -1.55407 -0.42952
H -0.12988 -2.06177 -1.30365
H -0.60774 1.46792 1.63812
H -1.74157 0.05622 1.17924
H 1.76531 -0.60461 0.87714
H 1.97516 0.93717 0.11359
H 1.99557 -0.69214 -0.83538


# 8
16
Properties=species:S:1:pos:R:3 method="wB97M-V/def2-TZVPD" orbital_gap_ev=9.39 homo_ev=-8.46 e_above_lowest_kcal_mol=77.56 largest_force_ha_per_bohr=0.102
C -2.12985 -1.41525 -0.13512
C 0.01250 -0.14305 0.25778
C 1.33842 1.77478 -1.19638
H -1.86180 -2.04690 -1.10104
H -2.64516 -0.36648 -0.30357
H -2.66161 -2.16709 0.63072
H -0.77908 -1.30412 1.57992
H 0.79623 2.64442 -0.60646
H 1.76861 2.18828 -2.23575
H 2.09872 1.21060 -0.43545
H 1.04143 0.21466 3.09322
H 1.69445 -1.25491 2.23261
N -0.89374 -1.13045 0.50859
N 0.98674 0.16670 1.03017
N 0.79622 -0.49828 2.26410
S -0.06268 0.61356 -1.43950


# 9
9
Properties=species:S:1:pos:R:3 method="wB97M-V/def2-TZVPD" orbital_gap_ev="9.06 / 7.98" spin_multiplicity=3 homo_ev="-8.36 / -10.20" e_above_lowest_kcal_mol=16.51 largest_force_ha_per_bohr=0.081 s2=2.01
C 0.33016 1.93659 -0.07880
C 0.76350 0.72817 -0.04821
C -2.38052 -0.20232 0.47504
F 0.00598 -0.29926 -0.37516
Br -3.38123 1.39062 0.63367
Br -3.11200 -1.25723 -0.88725
H 1.02444 2.70170 0.28230
H -0.62874 2.11615 -0.25615
H 1.83710 0.52533 0.19919